Entry 1:
C18H35F9Mn2N5O14S3 | the ωB97M-V functional and the def2-TZVPD basis

Results
LUMO energy (alpha / beta) in eV: -5.39 / -5.35
Expectation value of S²: 30.0057
Total charge: +1
HOMO (alpha / beta) in eV: -10.55 / -10.55
Spin multiplicity: 11

Last column: Löwdin spin population.
Atoms and positions in Å:
Mn  1.73  -3.25  -1.05  4.7332
Mn  4.21  0.86  1.38  4.7882
C  6.10  -2.51  -1.00  0.0036
F  5.60  -2.02  -2.11  0.0005
F  6.35  -3.79  -1.16  0.0010
F  7.21  -1.89  -0.65  0.0008
S  4.80  -2.41  0.32  0.0200
O  4.67  -0.96  0.58  0.0552
O  3.62  -2.89  -0.39  0.0485
O  5.17  -3.18  1.45  0.0054
C  0.10  1.00  -0.71  0.0041
F  0.35  2.26  -0.37  0.0009
F  -1.16  0.82  -0.52  0.0012
F  0.44  0.73  -1.94  0.0005
S  1.08  -0.08  0.44  0.0189
O  1.17  -1.33  -0.29  0.0467
O  2.42  0.56  0.52  0.0592
O  0.48  -0.23  1.73  0.0052
C  -2.04  -5.25  -1.24  0.0013
F  -2.61  -4.71  -0.16  0.0002
F  -1.06  -6.06  -0.83  0.0003
F  -2.95  -5.94  -1.88  0.0006
S  -1.33  -3.97  -2.36  0.0123
O  -0.14  -3.54  -1.58  0.0596
O  -0.94  -4.67  -3.52  0.0039
O  -2.35  -2.97  -2.46  0.0029
C  4.72  2.77  -1.18  0.0079
O  4.82  1.75  -0.43  0.0423
N  4.43  2.73  -2.48  0.0081
C  3.98  3.89  -3.22  0.0009
C  4.25  1.41  -3.12  0.0006
H  4.67  3.78  -0.75  0.0004
H  2.88  3.83  -3.32  0.0004
H  4.29  3.91  -4.27  0.0001
H  4.22  4.84  -2.76  0.0001
H  3.21  1.09  -2.97  0.0003
H  4.44  1.56  -4.18  0.0000
H  4.80  0.62  -2.65  0.0002
C  -6.15  0.19  0.36  0.0000
O  -6.42  0.87  1.33  0.0000
N  -5.51  -0.97  0.40  0.0000
C  -4.96  -1.52  -0.82  0.0000
C  -4.91  -1.51  1.62  0.0000
H  -6.50  0.52  -0.63  0.0000
H  -5.59  -1.37  -1.69  0.0000
H  -4.67  -2.56  -0.70  0.0000
H  -3.98  -1.08  -1.06  0.0000
H  -4.84  -2.59  1.57  0.0000
H  -3.84  -1.21  1.63  0.0000
H  -5.36  -1.12  2.52  0.0000
C  -3.51  4.15  -4.09  0.0000
O  -3.90  4.95  -4.90  0.0000
N  -2.56  4.34  -3.14  0.0000
C  -2.39  3.44  -2.01  0.0000
C  -1.78  5.58  -3.09  0.0000
H  -3.88  3.10  -4.08  0.0000
H  -2.72  2.42  -2.18  0.0000
H  -2.93  3.90  -1.17  0.0000
H  -1.33  3.46  -1.75  0.0000
H  -0.76  5.32  -3.41  0.0000
H  -2.15  6.30  -3.81  0.0000
H  -1.70  6.00  -2.09  0.0000
C  -0.44  3.82  4.79  0.0000
O  -0.22  3.26  5.83  0.0000
N  -1.11  3.27  3.75  0.0000
C  -1.69  1.96  3.78  0.0000
C  -1.10  3.86  2.42  0.0000
H  -0.15  4.85  4.52  0.0000
H  -2.72  2.02  3.39  0.0000
H  -1.67  1.48  4.75  0.0000
H  -1.34  1.15  3.11  0.0000
H  -0.72  3.08  1.75  0.0000
H  -2.05  4.28  2.10  0.0000
H  -0.28  4.59  2.39  0.0000
C  1.10  -5.02  1.72  0.0085
O  1.25  -4.32  0.70  0.0495
N  1.12  -4.60  2.98  0.0042
C  1.59  -3.25  3.34  0.0002
C  0.88  -5.57  4.06  0.0006
H  0.95  -6.10  1.59  0.0008
H  0.97  -2.91  4.17  0.0000
H  1.46  -2.57  2.50  -0.0001
H  2.63  -3.29  3.65  0.0001
H  -0.03  -6.13  3.84  0.0001
H  1.72  -6.23  4.24  0.0001
H  0.60  -5.02  4.95  0.0000



Entry 2:
C18H35N3O9 | the ωB97M-V functional and the def2-TZVPD basis

Results
SMILES string: COC(=O)OC.COC(=O)OC.COCCOCCOC.CC#N.CC#N.CC#N
LUMO energy in eV: 0.45
ΔE to the lowest compared entry with this formula, charge and spin in eV: 0.768
HOMO in eV: -9.27

Last column: natural (NBO) charge in e.
Atoms and positions in Å:
C  -0.35  -1.12  4.45  -0.2521
O  -1.69  -1.23  4.00  -0.5281
C  -2.05  -2.59  3.65  -0.0788
C  -3.47  -2.85  3.23  -0.0763
O  -4.47  -2.59  4.22  -0.5412
C  -5.83  -2.93  3.96  -0.0692
C  -6.51  -1.94  3.00  -0.0879
O  -6.67  -0.66  3.58  -0.5343
C  -7.68  0.13  2.90  -0.2563
H  -0.14  -1.61  5.40  0.1591
H  -0.21  -0.07  4.74  0.1929
H  0.37  -1.48  3.72  0.1792
H  -1.79  -3.34  4.40  0.1667
H  -1.46  -2.93  2.80  0.1683
H  -3.66  -3.86  2.86  0.1703
H  -3.63  -2.26  2.33  0.1663
H  -6.40  -3.01  4.88  0.1961
H  -5.76  -3.94  3.55  0.1645
H  -7.49  -2.30  2.67  0.1649
H  -5.90  -1.86  2.10  0.1654
H  -8.65  -0.35  3.02  0.1639
H  -7.53  0.35  1.84  0.1721
H  -7.82  1.09  3.41  0.1946
C  1.62  0.34  -4.04  -0.2731
O  1.13  -0.57  -3.03  -0.5007
C  1.18  -0.28  -1.72  1.0037
O  1.50  0.80  -1.22  -0.6690
O  0.92  -1.43  -1.04  -0.4931
C  1.27  -1.44  0.37  -0.2716
H  1.29  1.34  -3.78  0.1955
H  1.50  0.11  -5.10  0.2122
H  2.69  0.49  -3.92  0.1944
H  1.21  -2.38  0.92  0.2094
H  0.70  -0.76  1.00  0.1952
H  2.28  -1.05  0.50  0.1963
C  2.59  3.15  -6.14  -0.2544
O  3.77  2.29  -6.39  -0.5087
C  4.62  2.02  -5.38  0.9908
O  4.56  2.43  -4.24  -0.6589
O  5.59  1.24  -5.87  -0.5031
C  6.61  0.72  -4.99  -0.2666
H  1.74  2.52  -5.88  0.1868
H  2.37  3.64  -7.08  0.2018
H  2.77  3.89  -5.35  0.2155
H  6.50  -0.37  -4.96  0.1895
H  6.41  1.03  -3.96  0.2110
H  7.65  0.96  -5.22  0.1975
C  5.18  -2.10  4.64  -0.7031
C  3.93  -1.74  3.87  0.3058
N  2.94  -1.47  3.27  -0.3684
H  5.55  -2.98  4.13  0.2546
H  4.90  -2.28  5.68  0.2570
H  5.93  -1.31  4.54  0.2552
C  1.97  4.16  -0.69  -0.7117
C  1.07  4.50  -1.85  0.3106
N  0.35  4.78  -2.70  -0.3787
H  1.78  4.93  0.06  0.2464
H  3.01  4.11  -1.03  0.2613
H  1.59  3.23  -0.27  0.2736
C  -1.88  1.98  -2.29  -0.7221
C  -2.16  0.54  -2.43  0.2853
N  -2.39  -0.60  -2.46  -0.3427
H  -2.68  2.46  -2.86  0.2561
H  -0.84  2.15  -2.57  0.2653
H  -1.96  2.28  -1.25  0.2550



Entry 3:
C18H35O10S4 | the ωB97M-V functional and the def2-TZVPD basis

Results
LUMO energy in eV: 1.79
Total charge: -1
HOMO in eV: -3.57

Last column: natural (NBO) charge in e.
Atoms and positions in Å:
C  -8.06  2.44  2.86  -0.7265
C  -6.94  2.64  1.84  0.7608
O  -7.19  2.21  0.68  -0.8000
O  -5.86  3.20  2.16  -0.8133
H  -7.76  2.77  3.85  0.1885
H  -8.25  1.38  2.90  0.2134
H  -8.94  2.99  2.56  0.1959
C  -2.06  -0.61  0.93  -0.4171
C  -2.30  0.90  1.10  -0.3974
C  -3.80  1.16  0.88  -0.7026
S  -4.63  -0.35  1.35  2.1842
O  -5.24  -0.94  0.19  -0.9601
O  -5.36  -0.15  2.57  -0.9399
C  -3.15  -1.30  1.74  -0.6747
H  -1.07  -0.90  1.28  0.2400
H  -2.15  -0.88  -0.12  0.1987
H  -2.01  1.20  2.11  0.2021
H  -1.70  1.48  0.40  0.2151
H  -4.19  1.98  1.49  0.3250
H  -4.04  1.35  -0.16  0.2457
H  -3.31  -2.34  1.47  0.2313
H  -2.97  -1.20  2.81  0.2259
C  2.40  -3.95  1.09  -0.4061
C  1.94  -4.12  2.54  -0.4012
C  2.19  -2.78  3.25  -0.6769
S  2.09  -1.51  1.98  2.1728
O  3.39  -0.90  1.84  -0.9673
O  0.91  -0.72  2.18  -0.9346
C  1.83  -2.62  0.61  -0.6658
H  2.07  -4.77  0.46  0.2307
H  3.50  -3.92  1.05  0.2064
H  0.87  -4.35  2.55  0.2134
H  2.45  -4.93  3.04  0.2186
H  1.44  -2.58  4.01  0.2529
H  3.18  -2.74  3.69  0.2404
H  2.32  -2.23  -0.27  0.2536
H  0.76  -2.69  0.45  0.2613
C  4.60  3.90  0.27  -0.4077
C  4.35  2.46  0.72  -0.3977
C  3.46  1.79  -0.34  -0.6779
S  3.82  2.64  -1.89  2.1633
O  2.64  3.34  -2.32  -0.9411
O  4.52  1.74  -2.78  -0.9574
C  4.97  3.82  -1.21  -0.6728
H  5.39  4.38  0.85  0.2201
H  3.69  4.49  0.39  0.2185
H  5.30  1.93  0.79  0.2065
H  3.88  2.41  1.70  0.2369
H  3.69  0.73  -0.45  0.2605
H  2.41  1.93  -0.12  0.2634
H  4.87  4.77  -1.74  0.2511
H  5.98  3.42  -1.34  0.2343
C  -0.40  -0.49  -4.56  -0.4072
C  1.09  -0.75  -4.79  -0.3992
C  1.74  -0.94  -3.41  -0.6799
S  0.44  -1.58  -2.34  2.1669
O  0.17  -0.61  -1.32  -0.9338
O  0.73  -2.96  -2.02  -0.9631
C  -0.87  -1.54  -3.56  -0.6731
H  -0.97  -0.55  -5.49  0.2253
H  -0.55  0.51  -4.15  0.2254
H  1.22  -1.66  -5.39  0.2028
H  1.57  0.07  -5.33  0.2312
H  2.56  -1.65  -3.45  0.2480
H  2.08  0.00  -2.99  0.2573
H  -1.81  -1.30  -3.07  0.2687
H  -0.93  -2.53  -4.01  0.2371